# C2H7S3

A 2-piece molecular cluster, C2H7S3 overall (the ωB97M-V functional and the def2-TZVPD basis, the Open Molecules 2025 dataset).

LUMO level in eV: 3.6
Electronic energy in eV: -34694.1969
Charge: -1
HOMO level in eV: -2.54
Gap between HOMO and LUMO in eV: 6.12

```
12
C2H7S3 the ωB97M-V functional and the def2-TZVPD basis
C -2.239 -0.500 0.943
S -2.629 1.045 0.200
H -1.488 -0.955 0.296
H -3.197 -0.942 1.210
H -1.732 -0.379 1.910
C 2.443 -0.268 -1.149
S 0.842 0.502 -1.130
S 0.735 1.331 0.748
H 3.056 0.021 -1.999
H 3.042 -0.040 -0.261
H 2.486 -1.376 -1.102
H -1.319 1.562 0.334
```

The Mulliken scheme yields these atomic charges, measured in e: number 1, C, carries -0.7083; number 2, S, carries -0.2715; number 3, H, carries 0.2327; number 4, H, carries 0.2764; number 5, H, carries 0.2689; number 6, C, carries -0.8253; number 7, S, carries -0.1132; number 8, S, carries -0.6330; number 9, H, carries 0.2563; number 10, H, carries 0.2611; number 11, H, carries 0.2525; number 12, H, carries 0.0035


# C37H46N3O2S6ScSi2Te

C37H46N3O2S6ScSi2Te as an isolated structure (the ωB97M-V functional and the def2-TZVPD basis, the Open Molecules 2025 dataset).

LUMO level in eV: -1.2
Electronic energy in eV: -156443.1135
Charge: 0
HOMO level in eV: -6.27
Gap between HOMO and LUMO in eV: 5.10

```
98
C37H46N3O2S6ScSi2Te the ωB97M-V functional and the def2-TZVPD basis
Sc 8.972 14.641 15.833
S 9.969 12.276 16.567
C 8.668 11.202 16.011
C 9.050 9.921 15.530
C 8.031 9.049 15.150
C 6.718 9.452 15.073
C 6.316 10.702 15.564
C 7.278 11.586 15.982
S 6.897 13.128 16.754
C 5.537 13.750 15.710
C 5.908 15.181 15.322
C 5.076 15.821 14.374
C 5.231 17.213 14.227
C 5.987 17.926 15.176
C 6.787 17.195 16.065
C 7.571 17.851 17.181
S 8.241 16.565 18.302
C 9.681 17.457 18.850
C 9.651 18.542 19.742
C 10.831 19.236 19.960
C 12.071 18.857 19.367
C 12.113 17.732 18.543
C 10.903 17.011 18.300
S 11.100 15.732 17.181
N 6.946 15.832 15.918
H 10.085 9.605 15.345
H 8.332 8.041 14.890
H 5.913 8.785 14.770
H 5.259 10.985 15.587
H 4.557 13.766 16.182
H 5.408 13.305 14.708
H 4.293 15.220 13.885
H 4.812 17.690 13.341
H 5.973 19.016 15.175
H 6.968 18.529 17.823
H 8.421 18.414 16.766
H 8.698 18.834 20.207
H 10.854 20.126 20.648
H 12.933 19.422 19.635
H 13.083 17.306 18.219
O 9.261 14.919 10.142
C 8.621 13.841 10.291
C 7.907 13.211 9.170
C 7.304 11.980 9.431
C 7.384 11.343 10.705
C 7.962 11.974 11.788
C 8.504 13.218 11.619
C 8.693 14.010 12.856
O 8.314 13.607 14.016
N 9.344 15.181 12.764
N 9.504 15.912 13.912
C 9.673 17.245 13.809
S 8.648 18.302 12.861
C 9.662 19.830 13.085
C 10.660 19.707 14.187
S 10.780 18.024 14.834
H 9.523 15.434 11.745
H 7.868 13.671 8.158
H 6.721 11.505 8.608
H 6.949 10.399 10.907
H 7.868 11.606 12.812
H 8.900 20.584 13.297
H 10.160 20.008 12.122
H 10.452 20.305 15.075
H 11.708 20.006 13.797
C 8.414 11.870 24.146
Si 8.790 12.425 22.376
C 7.314 13.385 21.632
C 10.387 13.460 22.491
C 9.274 10.952 21.296
Te 10.479 11.347 19.489
C 11.332 9.427 18.988
Si 13.279 9.373 19.306
C 14.093 10.668 18.173
C 13.887 7.679 18.934
C 13.560 9.787 21.112
H 8.307 12.750 24.741
H 9.251 11.190 24.472
H 7.519 11.233 24.233
H 7.475 14.536 21.566
H 6.392 13.158 22.211
H 7.149 13.047 20.547
H 10.172 14.379 23.081
H 10.645 13.775 21.453
H 11.249 12.996 22.901
H 8.394 10.437 20.848
H 9.735 10.181 21.978
H 11.191 9.242 17.897
H 10.779 8.719 19.625
H 13.868 10.545 17.135
H 15.184 10.722 18.315
H 13.594 11.631 18.414
H 13.713 7.379 17.893
H 13.475 6.973 19.654
H 15.017 7.690 19.110
H 13.142 10.773 21.435
H 14.634 9.793 21.450
H 13.116 8.989 21.765
```

The Mulliken scheme yields these atomic charges, measured in e: number 1, Sc, carries -0.3517; number 2, S, carries -0.1291; number 3, C, carries 0.5814; number 4, C, carries -0.8385; number 5, C, carries -0.6622; number 6, C, carries -0.8847; number 7, C, carries -0.1602; number 8, C, carries 0.1902; number 9, S, carries 0.0201; number 10, C, carries -1.1901; number 11, C, carries 0.6073; number 12, C, carries -0.9248; number 13, C, carries -0.4560; number 14, C, carries -0.7991; number 15, C, carries 0.3172; number 16, C, carries -0.7597; number 17, S, carries -0.0702; number 18, C, carries 0.1117; number 19, C, carries -0.4940; number 20, C, carries -0.4710; number 21, C, carries -0.6620; number 22, C, carries -0.6928; number 23, C, carries 0.4696; number 24, S, carries -0.2462; number 25, N, carries 0.4942; number 26, H, carries 0.5191; number 27, H, carries 0.3976; number 28, H, carries 0.3951; number 29, H, carries 0.4476; number 30, H, carries 0.6219; number 31, H, carries 0.5735; number 32, H, carries 0.4526; number 33, H, carries 0.4188; number 34, H, carries 0.4894; number 35, H, carries 0.5685; number 36, H, carries 0.1349; number 37, H, carries 0.4282; number 38, H, carries 0.2928; number 39, H, carries 0.4559; number 40, H, carries 0.4167; number 41, O, carries -0.9271; number 42, C, carries 0.7764; number 43, C, carries -0.6443; number 44, C, carries -0.3952; number 45, C, carries -0.7807; number 46, C, carries -0.0275; number 47, C, carries -0.2671; number 48, C, carries 0.6668; number 49, O, carries 0.0738; number 50, N, carries 0.1261; number 51, N, carries -0.5370; number 52, C, carries 0.1610; number 53, S, carries -0.0480; number 54, C, carries -0.5221; number 55, C, carries -0.6252; number 56, S, carries 0.0523; number 57, H, carries 0.5963; number 58, H, carries 0.3605; number 59, H, carries 0.2947; number 60, H, carries 0.4719; number 61, H, carries 0.1468; number 62, H, carries 0.3393; number 63, H, carries 0.3765; number 64, H, carries 0.3112; number 65, H, carries 0.3624; number 66, C, carries -1.0556; number 67, Si, carries 0.3465; number 68, C, carries -0.6836; number 69, C, carries -0.9029; number 70, C, carries -0.9476; number 71, Te, carries 0.1801; number 72, C, carries -0.5827; number 73, Si, carries 0.2663; number 74, C, carries -0.9025; number 75, C, carries -0.9345; number 76, C, carries -0.8775; number 77, H, carries 0.3035; number 78, H, carries 0.2537; number 79, H, carries 0.3267; number 80, H, carries 0.2131; number 81, H, carries 0.3376; number 82, H, carries 0.0376; number 83, H, carries 0.3073; number 84, H, carries 0.1664; number 85, H, carries 0.3255; number 86, H, carries 0.4891; number 87, H, carries 0.3645; number 88, H, carries 0.0072; number 89, H, carries 0.4456; number 90, H, carries 0.3370; number 91, H, carries 0.3407; number 92, H, carries 0.2209; number 93, H, carries 0.2873; number 94, H, carries 0.2910; number 95, H, carries 0.2504; number 96, H, carries 0.2176; number 97, H, carries 0.3365; number 98, H, carries 0.2810


# C24H24BF6IrN4O2Sb

C24H24BF6IrN4O2Sb as an isolated structure (the ωB97M-V functional and the def2-TZVPD basis, the Open Molecules 2025 dataset).

LUMO level (alpha / beta) in eV: -4.1 / -7.3
Electronic energy in eV: -61684.6430
Expectation value of S²: 6.04
Multiplicity: 5
Charge: +1
HOMO level (alpha / beta) in eV: -11.50 / -11.45
Gap between HOMO and LUMO (alpha / beta) in eV: 7.41 / 4.17

```
63
C24H24BF6IrN4O2Sb the ωB97M-V functional and the def2-TZVPD basis
Ir 0.098 -0.143 0.497
C 4.485 -0.085 0.706
C 3.939 0.873 -0.307
C 4.720 1.273 -1.361
C 4.237 2.166 -2.346
C 2.956 2.682 -2.267
C 2.119 2.322 -1.232
C 0.775 2.940 -1.103
C 2.611 1.389 -0.232
N 1.765 0.990 0.788
C 2.102 1.185 2.121
O 2.995 1.894 2.511
C 1.184 0.440 3.051
C 1.280 0.431 4.428
C 0.348 -0.307 5.150
C -0.642 -1.020 4.483
C -0.672 -0.977 3.104
N 0.231 -0.258 2.435
C -1.640 -1.727 2.228
O -2.523 -2.421 2.663
N -1.334 -1.565 0.887
C -2.079 -2.085 -0.142
C -3.472 -1.747 -0.305
C -4.165 -0.837 0.652
C -4.134 -2.270 -1.386
C -3.485 -3.119 -2.288
C -2.135 -3.464 -2.118
C -1.407 -2.946 -1.084
C 0.020 -3.333 -0.867
H 5.359 -0.597 0.311
H 3.751 -0.832 1.011
H 4.789 0.463 1.599
H 5.724 0.879 -1.441
H 4.878 2.445 -3.173
H 2.600 3.374 -3.017
H 0.650 3.738 -1.829
H 0.622 3.335 -0.097
H -0.006 2.198 -1.288
H 2.072 0.991 4.906
H 0.395 -0.327 6.230
H -1.383 -1.608 5.007
H -3.534 0.002 0.939
H -4.414 -1.394 1.560
H -5.087 -0.458 0.219
H -5.169 -2.002 -1.547
H -4.032 -3.508 -3.137
H -1.656 -4.139 -2.814
H 0.402 -3.879 -1.724
H 0.111 -3.959 0.024
H 0.651 -2.453 -0.717
B -2.748 3.762 0.812
C -2.007 2.424 0.749
N -1.410 1.426 0.780
H -3.489 3.710 1.762
H -3.484 3.965 -0.122
H -1.891 4.610 0.757
F 0.035 -0.122 -1.582
Sb 0.014 -0.362 -3.657
F -0.377 1.478 -3.665
F 1.845 0.052 -3.441
F 0.021 -0.592 -5.497
F 0.403 -2.163 -3.251
F -1.810 -0.736 -3.333
```

The Mulliken scheme yields these atomic charges, measured in e: number 1, Ir, carries 1.3003; number 2, C, carries -1.6572; number 3, C, carries 1.0482; number 4, C, carries -0.7073; number 5, C, carries -0.7488; number 6, C, carries -1.0556; number 7, C, carries 1.4418; number 8, C, carries -1.1860; number 9, C, carries 0.0815; number 10, N, carries 0.3387; number 11, C, carries 0.0696; number 12, O, carries -0.5801; number 13, C, carries 0.3662; number 14, C, carries -0.6791; number 15, C, carries -0.4158; number 16, C, carries -0.6103; number 17, C, carries 0.4224; number 18, N, carries -0.0777; number 19, C, carries -0.0151; number 20, O, carries -0.5819; number 21, N, carries 0.3754; number 22, C, carries 0.0194; number 23, C, carries 1.1202; number 24, C, carries -1.4867; number 25, C, carries -0.7840; number 26, C, carries -0.7678; number 27, C, carries -0.7904; number 28, C, carries 1.3341; number 29, C, carries -1.4434; number 30, H, carries 0.4947; number 31, H, carries 0.2726; number 32, H, carries 0.3548; number 33, H, carries 0.4756; number 34, H, carries 0.4412; number 35, H, carries 0.4809; number 36, H, carries 0.5040; number 37, H, carries 0.3964; number 38, H, carries -0.0203; number 39, H, carries 0.5587; number 40, H, carries 0.4763; number 41, H, carries 0.5442; number 42, H, carries 0.1463; number 43, H, carries 0.3489; number 44, H, carries 0.4938; number 45, H, carries 0.4714; number 46, H, carries 0.4343; number 47, H, carries 0.4850; number 48, H, carries 0.4779; number 49, H, carries 0.4166; number 50, H, carries 0.0994; number 51, B, carries 0.3704; number 52, C, carries -0.1492; number 53, N, carries -0.8072; number 54, H, carries -0.0967; number 55, H, carries -0.0911; number 56, H, carries -0.1076; number 57, F, carries -0.3205; number 58, Sb, carries 2.1755; number 59, F, carries -0.5389; number 60, F, carries -0.5510; number 61, F, carries -0.5003; number 62, F, carries -0.5263; number 63, F, carries -0.5404


# C3H8

C3H8 in the gas phase (the ωB97M-V functional and the def2-TZVPD basis, the Open Molecules 2025 dataset).

LUMO level in eV: 1.3
Electronic energy in eV: -3240.5960
SMILES: CCC
Charge: 0
HOMO level in eV: -11.32
Gap between HOMO and LUMO in eV: 12.62

```
11
C3H8 the ωB97M-V functional and the def2-TZVPD basis
C -1.296 -0.258 -0.006
C 0.015 0.566 0.000
C 1.300 -0.243 0.018
H -1.500 -0.701 1.005
H -2.195 0.381 -0.219
H -1.246 -1.045 -0.738
H 0.055 1.114 -0.949
H -0.068 1.344 0.845
H 2.207 0.339 -0.039
H 1.269 -0.903 -0.851
H 1.366 -0.917 0.872
```

The Mulliken scheme yields these atomic charges, measured in e: number 1, C, carries -1.0608; number 2, C, carries -0.1099; number 3, C, carries -1.1211; number 4, H, carries 0.2822; number 5, H, carries 0.2816; number 6, H, carries 0.3231; number 7, H, carries 0.2337; number 8, H, carries 0.2499; number 9, H, carries 0.3167; number 10, H, carries 0.2913; number 11, H, carries 0.3133


# C8H13N2O3S2

A 2-piece molecular cluster, C8H13N2O3S2 overall (the ωB97M-V functional and the def2-TZVPD basis, the Open Molecules 2025 dataset).

LUMO level in eV: -5.3
Electronic energy in eV: -39290.4578
Charge: +1
HOMO level in eV: -11.07
Gap between HOMO and LUMO in eV: 5.75

```
28
C8H13N2O3S2 the ωB97M-V functional and the def2-TZVPD basis
C -2.952 -1.706 -0.648
C -3.492 -0.479 -0.356
C -2.529 0.581 -0.546
C -1.318 0.099 -0.966
C 1.132 0.767 1.174
C 0.185 1.640 1.885
C 3.300 -0.589 -1.831
C 2.518 -1.219 -0.801
N -4.736 -0.225 0.117
N 1.177 0.524 -0.065
O -0.297 2.451 -0.961
O 0.728 0.800 -2.492
O -2.858 1.853 -0.323
S -1.309 -1.621 -1.149
S 0.083 1.100 -1.262
H -3.444 -2.655 -0.607
H 1.870 0.255 1.794
H 0.704 2.189 2.669
H -0.320 2.326 1.214
H -0.552 1.006 2.383
H 2.645 -0.007 -2.491
H 4.119 0.012 -1.448
H 3.697 -1.365 -2.498
H 2.907 -1.339 0.198
H 1.654 -1.806 -1.070
H -5.432 -0.950 0.083
H -5.049 0.732 0.107
H -2.114 2.443 -0.554
```

The Mulliken scheme yields these atomic charges, measured in e: number 1, C, carries -0.7158; number 2, C, carries 0.2406; number 3, C, carries 0.4310; number 4, C, carries 0.1981; number 5, C, carries 0.3639; number 6, C, carries -1.1507; number 7, C, carries -0.8055; number 8, C, carries 0.0747; number 9, N, carries -0.4460; number 10, N, carries -0.2953; number 11, O, carries -0.7434; number 12, O, carries -0.6742; number 13, O, carries -0.5693; number 14, S, carries -0.2536; number 15, S, carries 1.1312; number 16, H, carries 0.4285; number 17, H, carries 0.3733; number 18, H, carries 0.4164; number 19, H, carries 0.2739; number 20, H, carries 0.2955; number 21, H, carries 0.2934; number 22, H, carries 0.3087; number 23, H, carries 0.3705; number 24, H, carries 0.3080; number 25, H, carries 0.2279; number 26, H, carries 0.2228; number 27, H, carries 0.2356; number 28, H, carries 0.4598


# C4H8BiO3

C4H8BiO3 as an isolated structure (the ωB97M-V functional and the def2-TZVPD basis, the Open Molecules 2025 dataset).

LUMO level in eV: -18.5
Electronic energy in eV: -16221.2414
Charge: +3
HOMO level in eV: -23.49
Gap between HOMO and LUMO in eV: 4.94

```
16
C4H8BiO3 the ωB97M-V functional and the def2-TZVPD basis
H 0.886 1.180 1.571
C 0.907 1.268 -0.592
H 1.611 0.444 -0.751
H 0.998 1.991 -1.406
C 1.049 1.907 0.766
H 0.341 2.737 0.883
H 2.071 2.300 0.850
O -0.447 0.740 -0.775
C -0.742 -0.531 -0.631
O -1.771 -0.900 -1.218
Bi -2.604 0.668 -2.153
O 0.026 -1.243 0.099
C -0.500 -2.433 0.725
H -1.420 -2.180 1.260
H -0.686 -3.189 -0.044
H 0.280 -2.758 1.416
```

The Mulliken scheme yields these atomic charges, measured in e: number 1, H, carries 0.3564; number 2, C, carries -0.2034; number 3, H, carries 0.3696; number 4, H, carries 0.3222; number 5, C, carries -1.0873; number 6, H, carries 0.3702; number 7, H, carries 0.3876; number 8, O, carries -0.4374; number 9, C, carries 1.1601; number 10, O, carries -0.4877; number 11, Bi, carries 2.0273; number 12, O, carries -0.1705; number 13, C, carries -0.6156; number 14, H, carries 0.3737; number 15, H, carries 0.3591; number 16, H, carries 0.2756